[1]
Density functional theory data (ωB97M-V with the def2-TZVPD basis set) for the molecule C19H26N4O3S in a non-equilibrium geometry.

## Properties
- relative energy (zero: lowest compared OMol25 entry of this formula, charge and spin) (kJ/mol) = 288.3
- Kohn-Sham gap (eV) = 8.51
- LUMO energy (Eh) = 0.02704

```
! RIJCOSX wB97M-V def2-TZVPD def2/J DEFGRID3
* xyz 0 1
C 5.174 0.914 -1.556
C 4.267 1.585 -0.530
O 2.915 1.627 -0.938
C 2.174 0.480 -0.941
C 2.542 -0.722 -0.358
C 1.673 -1.806 -0.379
C 0.432 -1.707 -0.977
O -0.494 -2.708 -1.042
C -0.502 -3.691 -0.018
C -1.926 -4.207 0.109
C 0.060 -0.486 -1.574
N -1.239 -0.443 -2.089
C -1.941 0.636 -2.512
O -1.469 1.724 -2.762
C -3.436 0.376 -2.554
S -4.130 0.996 -0.963
C -2.894 0.394 0.124
N -2.770 -0.830 0.554
N -1.673 -0.880 1.319
C -1.134 0.314 1.351
C 0.077 0.682 2.080
C 0.090 0.530 3.582
C 0.879 -0.407 2.733
N -1.876 1.177 0.598
C -1.676 2.584 0.376
C -2.196 3.403 1.552
C 0.926 0.588 -1.560
H 6.205 0.953 -1.217
H 5.094 1.430 -2.509
H 4.887 -0.125 -1.704
H 4.546 2.637 -0.420
H 4.363 1.100 0.450
H 3.498 -0.846 0.126
H 1.981 -2.732 0.080
H -0.187 -3.237 0.927
H 0.191 -4.502 -0.282
H -1.971 -4.980 0.871
H -2.576 -3.383 0.393
H -2.262 -4.620 -0.838
H -1.733 -1.311 -1.904
H -3.694 -0.676 -2.658
H -3.918 0.978 -3.322
H 0.609 1.525 1.659
H -0.807 0.153 4.050
H 0.611 1.280 4.159
H 0.508 -1.412 2.619
H 1.954 -0.318 2.717
H -0.609 2.761 0.218
H -2.207 2.856 -0.540
H -2.033 4.460 1.361
H -1.681 3.127 2.469
H -3.263 3.233 1.685
H 0.644 1.523 -2.012
*
```

[2]
Density functional theory data (ωB97M-V with the def2-TZVPD basis set) for a 15-piece molecular cluster, C76H156B6F24N9O9 overall in a non-equilibrium geometry.

## Properties
- Kohn-Sham gap (eV) = 7.39
- LUMO energy (Eh) = -0.27074

```
! RIJCOSX wB97M-V def2-TZVPD def2/J DEFGRID3
* xyz 3 1
C -9.668 1.350 -6.520
C -9.482 2.090 -5.197
C -8.663 1.249 -4.236
O -8.690 1.851 -2.966
C -7.603 1.347 -2.134
N -8.780 3.393 -5.460
H -8.865 4.064 -4.625
H -7.810 3.213 -5.692
H -9.211 3.871 -6.249
H -9.920 1.901 -7.433
H -10.504 0.600 -6.377
H -8.728 0.859 -6.646
H -10.466 2.348 -4.792
H -7.628 1.208 -4.495
H -9.053 0.221 -4.208
H -7.695 1.722 -1.125
H -6.679 1.608 -2.675
H -7.684 0.280 -1.983
C 6.732 0.309 5.229
C 5.991 1.367 4.460
C 5.982 1.128 2.931
C 5.159 2.111 2.090
C 3.729 2.102 2.624
C 3.512 2.139 4.187
N 4.612 1.324 4.878
O 4.245 0.651 5.851
C 2.139 1.582 4.495
C 3.684 3.546 4.783
C 6.539 2.816 4.849
H 7.811 0.450 5.108
H 6.438 -0.679 4.908
H 6.564 0.479 6.278
H 5.724 0.090 2.743
H 6.958 1.256 2.582
H 5.094 1.771 1.069
H 5.661 3.047 2.062
H 3.262 1.186 2.252
H 3.182 2.962 2.191
H 1.797 1.475 5.500
H 2.058 0.604 4.061
H 1.402 2.229 3.946
H 3.717 3.459 5.844
H 2.825 4.059 4.479
H 4.541 4.097 4.457
H 6.429 3.606 4.143
H 7.544 2.546 5.046
H 6.074 3.131 5.757
C -3.670 7.180 1.925
C -3.667 5.968 2.988
C -5.107 6.094 3.786
C -5.362 4.902 4.692
C -5.419 3.666 3.827
C -4.126 3.264 3.042
N -3.789 4.601 2.227
O -3.956 4.698 1.083
C -4.312 2.148 1.958
C -3.002 2.893 4.025
C -2.502 6.145 3.931
H -2.740 7.241 1.328
H -3.744 8.076 2.499
H -4.509 7.110 1.219
H -5.921 6.143 3.013
H -4.960 7.078 4.249
H -6.126 4.906 5.453
H -4.466 4.750 5.277
H -6.317 3.593 3.256
H -5.367 2.789 4.520
H -5.229 2.235 1.307
H -4.441 1.174 2.452
H -3.424 2.072 1.323
H -2.952 3.648 4.787
H -2.027 2.951 3.540
H -3.175 1.853 4.425
H -2.789 5.841 4.936
H -2.300 7.253 3.907
H -1.620 5.609 3.734
C 3.642 -2.409 -5.636
C 5.111 -1.944 -5.651
C 5.208 -0.662 -6.482
C 4.942 0.708 -5.690
C 5.721 0.708 -4.390
C 5.376 -0.462 -3.433
N 5.390 -1.800 -4.166
O 5.606 -2.691 -3.588
C 3.864 -0.346 -2.935
C 6.416 -0.574 -2.130
C 6.018 -3.037 -6.196
H 3.258 -3.114 -4.907
H 3.538 -2.982 -6.571
H 3.010 -1.538 -5.705
H 4.480 -0.876 -7.275
H 6.188 -0.549 -6.940
H 3.900 0.919 -5.593
H 5.351 1.519 -6.292
H 5.377 1.596 -3.900
H 6.746 0.897 -4.708
H 3.598 -1.158 -2.205
H 3.156 -0.294 -3.789
H 3.814 0.587 -2.380
H 7.374 -1.078 -2.274
H 5.780 -1.095 -1.408
H 6.641 0.450 -1.865
H 5.511 -3.427 -7.124
H 5.983 -3.888 -5.559
H 7.106 -2.774 -6.449
C 4.427 -8.507 -1.297
C 3.702 -7.253 -1.615
C 2.453 -7.361 -0.677
C 2.693 -7.219 0.813
C 3.464 -5.896 1.108
C 4.711 -5.656 0.283
N 4.579 -6.195 -1.091
O 5.170 -5.393 -1.921
C 5.816 -6.531 0.775
C 5.028 -4.209 0.326
C 3.441 -7.100 -3.074
H 5.398 -8.503 -1.869
H 3.818 -9.356 -1.708
H 4.664 -8.522 -0.265
H 2.092 -8.383 -0.868
H 1.616 -6.821 -1.070
H 3.131 -8.156 1.254
H 1.706 -7.135 1.283
H 3.662 -5.768 2.184
H 2.746 -5.134 0.873
H 6.150 -6.080 1.730
H 6.720 -6.361 0.178
H 5.713 -7.587 0.901
H 5.934 -3.931 -0.197
H 5.035 -3.965 1.393
H 4.194 -3.702 -0.141
H 3.018 -7.977 -3.539
H 4.503 -7.071 -3.483
H 2.841 -6.196 -3.491
C 2.530 6.700 -0.045
C 2.434 8.111 0.663
C 3.270 9.124 -0.020
C 2.814 9.422 -1.478
C 1.376 9.848 -1.477
C 0.441 8.931 -0.756
N 0.982 8.498 0.511
O 0.369 8.436 1.544
C 0.200 7.670 -1.590
C -0.913 9.574 -0.418
C 2.783 7.993 2.148
H 3.368 6.205 0.397
H 2.674 6.830 -1.096
H 1.586 6.122 0.070
H 4.326 8.701 0.097
H 3.154 10.090 0.436
H 2.829 8.554 -2.100
H 3.485 10.220 -1.768
H 0.899 9.967 -2.471
H 1.281 10.867 -1.128
H 1.039 7.346 -2.194
H -0.506 8.097 -2.312
H -0.254 6.819 -1.085
H -1.444 8.972 0.278
H -1.530 9.643 -1.278
H -0.804 10.546 -0.008
H 3.876 8.059 2.256
H 2.499 6.979 2.462
H 2.413 8.735 2.920
C -2.570 -4.831 -1.596
C -2.915 -4.912 -3.035
C -3.042 -6.320 -3.572
C -3.787 -6.502 -4.910
C -5.204 -5.967 -4.739
C -5.230 -4.470 -4.326
N -4.292 -4.245 -3.258
O -4.599 -3.431 -2.317
C -6.639 -4.054 -3.909
C -4.781 -3.501 -5.438
C -1.967 -4.008 -3.876
H -1.595 -5.341 -1.488
H -3.294 -5.409 -0.983
H -2.540 -3.813 -1.113
H -3.459 -6.993 -2.853
H -2.005 -6.660 -3.730
H -3.919 -7.535 -5.210
H -3.210 -6.075 -5.768
H -5.689 -6.583 -3.979
H -5.757 -5.931 -5.692
H -7.275 -4.408 -4.744
H -6.896 -2.998 -3.887
H -6.959 -4.411 -2.912
H -4.090 -2.805 -4.999
H -5.584 -2.848 -5.815
H -4.318 -3.972 -6.354
H -2.252 -2.979 -3.724
H -2.048 -4.142 -4.950
H -0.902 -4.148 -3.553
C -0.390 1.129 -3.179
C -0.793 1.203 -1.667
C -1.955 0.278 -1.447
C -2.236 -0.417 -0.177
C -0.924 -1.117 0.211
C 0.289 -0.137 0.443
N 0.505 0.723 -0.845
O 1.472 1.070 -1.130
C 1.542 -0.936 0.665
C 0.074 0.857 1.592
C -0.926 2.699 -1.199
H 0.106 0.185 -3.403
H 0.307 1.872 -3.408
H -1.298 1.235 -3.772
H -1.697 -0.551 -2.158
H -2.836 0.828 -1.722
H -2.917 -1.255 -0.363
H -2.620 0.197 0.592
H -0.675 -1.865 -0.600
H -0.891 -1.678 1.103
H 2.417 -0.319 0.586
H 1.705 -1.723 -0.094
H 1.528 -1.472 1.609
H -0.935 1.214 1.611
H 0.797 1.666 1.620
H 0.210 0.159 2.420
H -1.563 3.213 -1.932
H 0.100 3.119 -1.166
H -1.418 2.702 -0.213
C 0.523 -4.654 6.180
C -0.591 -3.596 5.707
C -0.597 -3.365 4.203
C -1.083 -4.545 3.452
C -2.501 -5.057 3.931
C -2.601 -5.234 5.491
N -1.847 -4.203 6.152
O -2.151 -3.936 7.332
C -1.901 -6.541 5.938
C -4.076 -5.278 5.920
C -0.411 -2.279 6.425
H 0.308 -5.121 7.134
H 1.486 -4.083 6.235
H 0.552 -5.511 5.489
H 0.457 -3.222 3.931
H -1.166 -2.424 4.024
H -0.414 -5.425 3.608
H -0.984 -4.454 2.338
H -2.821 -5.980 3.477
H -3.244 -4.279 3.650
H -1.568 -6.427 6.966
H -1.028 -6.681 5.210
H -2.649 -7.334 5.746
H -4.646 -5.991 5.342
H -4.635 -4.361 5.929
H -4.031 -5.621 6.935
H -0.414 -2.360 7.478
H -1.171 -1.572 6.115
H 0.539 -1.868 6.042
B -0.177 4.593 1.870
F 0.208 4.702 3.235
F -0.448 5.936 1.389
F 0.906 4.043 1.192
F -1.328 3.723 1.622
B -3.527 -1.276 3.981
F -2.370 -0.982 3.098
F -3.984 -0.046 4.373
F -4.500 -1.989 3.217
F -3.112 -2.066 5.090
B 1.837 4.683 -3.167
F 2.494 5.860 -3.463
F 2.336 3.674 -4.052
F 2.251 4.237 -1.871
F 0.457 4.727 -3.163
B 3.884 -2.270 3.594
F 5.277 -2.492 3.971
F 3.115 -1.972 4.742
F 3.810 -1.178 2.689
F 3.357 -3.399 3.012
B -4.708 -0.410 -4.189
F -4.699 0.945 -4.121
F -4.643 -0.946 -2.995
F -5.931 -0.754 -4.795
F -3.629 -0.864 -4.908
B 1.713 -3.631 -2.543
F 1.328 -2.326 -2.627
F 3.154 -3.707 -2.321
F 1.031 -4.401 -1.504
F 1.441 -4.278 -3.793
*
```